No. 1
Molecular formula: C5H9NO3
Method: DFT, ωB97M-V with the def2-TZVPD basis set

Geometry as XYZ:
```
18
Properties=species:S:1:pos:R:3:nbo_charge:R:1
C 1.270 -1.334 -0.263 -0.74
C 0.236 -0.247 -0.395 0.50
O 0.266 0.553 -1.352 -0.53
C -1.138 -0.503 0.235 0.51
C -2.008 -1.450 -0.546 -0.72
O -1.545 0.206 1.129 -0.54
H 0.949 -2.154 0.372 0.22
H 2.157 -0.834 0.132 0.27
H 1.538 -1.699 -1.247 0.25
H -2.914 -1.680 0.015 0.25
H -2.285 -0.970 -1.490 0.26
H -1.469 -2.362 -0.799 0.23
N 0.321 2.605 0.739 -0.83
C 1.409 1.821 0.802 0.57
O 2.482 1.869 0.281 -0.58
H -0.535 2.270 1.164 0.42
H 0.214 3.125 -0.127 0.40
H 1.052 0.785 1.348 0.05
```

Properties
- structure (SMILES) = CC(=O)C(C)=O.NC=O
- lowest unoccupied orbital energy (eV) = 0.225
- multiplicity = 1

***

No. 2
Molecular formula: C5H9NO3
Method: DFT, ωB97M-V with the def2-TZVPD basis set

Geometry as XYZ:
```
18
Properties=species:S:1:pos:R:3:nbo_charge:R:1
C 1.956 1.279 0.634 -0.62
C 1.349 0.172 -0.185 -0.27
C 0.374 0.420 -1.142 -0.18
H 2.004 -0.673 -0.367 0.24
H 2.847 1.669 0.136 0.22
H 1.245 2.090 0.787 0.22
H 2.252 0.910 1.616 0.23
H 0.206 -0.255 -1.969 0.23
H -0.147 1.368 -1.171 0.22
C -0.118 -0.718 0.707 0.68
C -1.681 -0.371 -0.224 0.56
N -2.031 -1.420 -0.982 -0.83
O -0.324 0.098 1.783 -0.71
O 0.062 -1.932 0.735 -0.68
O -2.387 0.551 0.131 -0.66
H -1.166 0.577 1.653 0.52
H -2.998 -1.525 -1.253 0.40
H -1.444 -2.239 -0.889 0.43
```

Properties
- lowest unoccupied orbital energy (spin up / spin down) (eV) = -0.390 / -0.390
- multiplicity = 1

***

No. 3
Molecular formula: C5H9NO3S
Method: DFT, ωB97M-V with the def2-TZVPD basis set

Geometry as XYZ:
```
19
Properties=species:S:1:pos:R:3:nbo_charge:R:1
C 0.357 1.748 -1.840 -0.41
C 0.042 0.442 -1.697 -0.38
S 1.274 -0.829 -1.500 0.23
C 0.496 -1.804 -0.178 -0.57
C 0.494 -1.136 1.166 0.03
O 1.821 -1.043 1.674 -0.71
C -0.059 0.236 1.132 -0.04
N -1.288 0.505 0.919 0.37
O -2.189 -0.257 0.570 -0.52
O -1.737 1.913 1.021 -0.59
H 1.371 2.146 -2.134 0.22
H -0.598 2.442 -2.026 0.21
H -0.990 0.188 -1.445 0.23
H 1.230 -2.701 -0.165 0.24
H -0.476 -2.195 -0.448 0.25
H -0.010 -1.737 2.048 0.22
H 2.414 -1.041 0.902 0.47
H 0.473 1.115 1.450 0.24
H -2.624 2.009 0.553 0.49
```

Properties
- structure (SMILES) = C=CSC[C@@H](O)/C=[N+](\[O-])O
- lowest unoccupied orbital energy (eV) = 0.618
- multiplicity = 1

***

No. 4
Molecular formula: C5H9NO4
Method: DFT, ωB97M-V with the def2-TZVPD basis set

Geometry as XYZ:
```
19
Properties=species:S:1:pos:R:3:nbo_charge:R:1
C -0.858 -2.524 -0.087 -0.61
C -1.336 -1.068 -0.337 -0.37
C -0.071 -0.179 0.009 0.01
C -0.120 1.473 -0.275 0.58
O 0.396 1.928 -1.300 -0.53
C -0.693 2.309 0.833 -0.75
O 0.808 -0.930 -0.505 -0.30
O 2.496 0.860 -0.004 -0.25
N 3.328 0.221 -0.634 0.52
O 4.519 0.620 -0.867 -0.25
H -1.656 -3.275 -0.238 0.21
H -0.036 -2.730 -0.770 0.23
H -0.432 -2.608 0.912 0.21
H -1.440 -1.023 -1.435 0.22
H -2.259 -0.760 0.193 0.22
H -0.064 -0.013 1.134 0.13
H -0.790 1.780 1.787 0.23
H -0.103 3.219 1.009 0.25
H -1.688 2.700 0.575 0.25
```

Properties
- lowest unoccupied orbital energy (spin up / spin down) (eV) = -1.648 / -2.600
- multiplicity = 1

***

No. 5
Molecular formula: C5H9NO4
Method: DFT, ωB97M-V with the def2-TZVPD basis set

Geometry as XYZ:
```
19
Properties=species:S:1:pos:R:3:nbo_charge:R:1
C -0.975 0.649 -0.023 -0.18
C -1.509 -0.757 -0.002 0.79
C 0.088 0.841 1.114 -0.42
C 1.229 -0.128 1.043 -0.58
C 2.096 0.063 -0.245 0.79
H -1.543 2.671 0.019 0.38
H -2.456 1.567 -0.970 0.38
H -0.242 0.496 -0.957 0.23
H -0.338 1.039 2.177 0.24
H 0.713 1.858 0.485 0.25
H 1.851 0.085 1.983 0.23
H 0.910 -1.157 1.122 0.27
H 3.278 -1.389 0.320 0.50
H -2.729 -1.882 -1.018 0.51
N -1.950 1.729 -0.052 -0.83
O -0.969 -1.844 0.436 -0.64
O 1.846 1.099 -0.899 -0.61
O 2.929 -0.874 -0.630 -0.64
O -2.727 -0.809 -0.671 -0.69
```

Properties
- lowest unoccupied orbital energy (eV) = 0.179
- multiplicity = 1

***

No. 6
Molecular formula: C5H9NO4
Method: DFT, ωB97M-V with the def2-TZVPD basis set

Geometry as XYZ:
```
19
Properties=species:S:1:pos:R:3:nbo_charge:R:1
N -0.576 1.559 0.342 -0.83
C -0.819 0.247 -0.052 -0.17
C 0.064 -0.629 0.911 -0.38
C 1.537 -0.102 0.955 -0.55
C 2.352 -0.188 -0.305 0.78
O 1.945 -0.652 -1.339 -0.58
O 3.609 0.258 -0.221 -0.65
C -2.277 -0.274 -0.061 0.77
O -2.766 -1.348 0.218 -0.58
O -3.013 0.686 -0.700 -0.70
H -0.928 2.185 -0.419 0.38
H -1.190 1.865 1.144 0.36
H -0.449 0.048 -1.120 0.26
H -0.276 -0.264 1.989 0.20
H 0.061 -1.719 0.795 0.24
H 1.504 0.936 1.286 0.25
H 2.087 -0.587 1.787 0.23
H 3.685 0.534 0.680 0.47
H -3.807 0.223 -0.895 0.49
```

Properties
- structure (SMILES) = N[C@@H](CCC(=O)O)C(=O)O
- lowest unoccupied orbital energy (eV) = 0.525
- multiplicity = 1

***

Per-record DFT total energy, eV: -12962.3902, -12960.6176, -23793.6562, -15003.3917, -15008.6418, -15011.1513
Per-record energy above the lowest of the compared OMol25 structures with the same formula, charge and spin, eV: 2.316, 4.089, 5.630, 8.852, 3.602, 1.093